Arrangement a

# C4H8FP

C4H8FP as an isolated structure (ωB97M-V/def2-TZVPD, OMol25).

- LUMO (spin up / spin down): 0.7 / -0.6 eV
- E_HOMO (spin up / spin down): -8.0 / -7.3 eV

ORCA input file:
```
! RIJCOSX wB97M-V def2-TZVPD def2/J DEFGRID3
* xyz 0 1
C 0.01781 -0.34712 0.53426
C -2.17056 0.68534 0.00053
C 3.12537 -0.53568 0.16760
C -1.24605 0.12260 1.08679
F 0.16131 -1.59248 0.09974
P 1.92486 0.77149 -0.11051
H -1.73813 1.45366 -0.53630
H -3.06716 0.88313 0.43811
H -2.29221 -0.00608 -0.74379
H 4.14862 -0.07491 0.40983
H 2.76233 -0.90525 1.08254
H 3.34909 -1.19767 -0.62328
H -1.67286 -0.61995 1.65024
H -1.04237 0.92405 1.67733
*
```

Here are the Löwdin charges for atoms 1 to 5, given in e:
1. C -0.327
2. C -0.064
3. C -0.506
4. C -0.246
5. F -0.020

---

Arrangement b

# C4H8FP

C4H8FP as an isolated structure (ωB97M-V/def2-TZVPD, OMol25).

- LUMO: 0.9 eV
- E_HOMO: -10.2 eV

ORCA input file:
```
! RIJCOSX wB97M-V def2-TZVPD def2/J DEFGRID3
* xyz 0 1
C -0.11577 1.38848 -0.18466
C -1.09187 0.52251 0.63378
C 0.39274 0.02831 -0.93761
C -0.20688 -0.65893 0.18424
F -1.09992 -1.97471 -0.45761
P 0.94472 -1.66876 1.25190
H -0.38519 2.22105 -0.90422
H 0.61650 1.78570 0.45421
H -1.15336 0.67976 1.64153
H -2.05774 0.46865 0.16637
H -0.27468 -0.00982 -1.87084
H 1.43643 -0.09764 -1.17799
H 1.65563 -0.46909 1.21000
H 1.33940 -2.21551 -0.00908
*
```

Here are the Löwdin charges for atoms 1 to 5, given in e:
1. C -0.138
2. C -0.117
3. C -0.180
4. C -0.619
5. F -0.284

---

Arrangement c

# C4H8FP

A 2-piece molecular cluster, C4H8FP overall (ωB97M-V/def2-TZVPD, OMol25).

- LUMO (spin up / spin down): 0.6 / -0.5 eV
- E_HOMO (spin up / spin down): -9.2 / -8.1 eV

ORCA input file:
```
! RIJCOSX wB97M-V def2-TZVPD def2/J DEFGRID3
* xyz 0 1
C -0.86987 0.37423 0.40339
C 2.62727 -0.22519 -0.28959
C -3.55956 0.03791 -0.07591
C 1.97254 -0.27943 1.02120
F -1.03866 1.69269 0.38482
P -1.93306 -0.87085 0.20369
H 2.81995 0.79989 -0.60100
H 2.03665 -0.73806 -1.05251
H 3.59067 -0.75414 -0.24450
H -3.86907 -0.10422 -1.11056
H -4.31176 -0.39440 0.58275
H -3.45311 1.09857 0.13520
H 2.03418 0.54644 1.70356
H 1.55644 -1.20408 1.37956
*
```

Here are the Löwdin charges for atoms 1 to 5, given in e:
1. C -0.468
2. C -0.196
3. C -0.369
4. C -0.048
5. F -0.053

---

Relative energies, kcal/mol: arrangement a 46.3; arrangement b 0.0; arrangement c 55.6.